Here is an isolated ion of composition C6H13NO3PS and charge -1 in a non-equilibrium geometry from the OMol25 dataset. Energies are from ωB97M-V/def2-TZVPD.

```
25
Properties=species:S:1:pos:R:3:lowdin_charge:R:1
S 1.25412 1.88139 -0.33595 0.7955
P -1.30957 -1.38348 -0.82065 0.2002
O -1.66612 -2.47427 0.42125 -0.2014
O -1.30959 -2.19237 -2.07318 -0.3546
O -2.19499 -0.28700 -0.51526 -0.3210
N 0.58177 0.42879 3.05294 -0.0064
C 0.04731 0.25363 1.66635 -0.5062
C -0.13341 1.50128 0.81975 -0.4293
C 1.10068 0.66503 -1.64090 -0.5025
C 0.11285 0.84192 -2.72523 -0.2036
C 0.42003 -1.25410 -0.29686 -0.1272
C 0.90956 -0.75838 0.95756 -0.3123
H 1.04307 -1.79757 -1.03993 0.0920
H 1.85416 -0.18459 0.81440 0.0787
H -0.23546 0.59027 3.72691 0.0803
H -2.16597 -1.97228 1.03525 0.0026
H -1.02244 1.27691 0.13886 0.0691
H -0.93889 -0.24863 1.77415 0.1208
H -0.74261 1.38995 -2.37051 0.0594
H -0.24828 2.39512 1.48736 0.0763
H 1.24201 -1.63939 1.58088 0.1346
H 0.47616 1.36610 -3.65524 0.0815
H -0.26190 -0.07357 -3.04306 0.0202
H 1.12482 1.40895 2.94485 0.1124
H 2.06268 0.26629 -1.90375 0.0409
```

The calculation puts the energy above the lowest of the compared OMol25 structures with the same formula, charge and spin at 383.7 kJ/mol. The charge is -1. Its HOMO energy (alpha / beta) is -4.065 / -4.071 eV. The HOMO-LUMO gap (alpha / beta) comes out at 7.1290 / 7.1350 eV. As for the LUMO energy (alpha / beta): 3.06 / 3.06 eV.



Here is C39H44BrNO2PPdSb2 as an isolated structure in a non-equilibrium geometry from the OMol25 dataset. Energies are from ωB97M-V/def2-TZVPD.

```
91
Properties=species:S:1:pos:R:3:lowdin_charge:R:1
Sb -0.81678 2.08281 0.39505 1.7940
Sb 2.00344 -0.51494 -0.14490 1.6038
Pd -0.55157 -0.78632 -0.71453 0.3856
Br -2.84560 0.12774 -2.86343 0.8967
P -0.80834 -2.92943 0.22246 0.9498
O -0.74385 0.25310 1.51986 -0.3315
O -2.11332 -0.31486 3.21726 0.1697
N -2.68116 -0.06747 -0.19887 -0.0851
C 1.43265 -0.47830 -3.14934 -0.1724
C 0.41590 -4.51641 2.18567 -0.1012
C -3.07236 -0.10830 1.08393 -0.2244
C 4.88468 -1.09490 0.40391 -0.1228
C 0.13286 -3.91826 -0.97437 -0.3603
C -2.41409 -3.70907 0.47006 -0.3251
C 2.43254 1.36749 0.72848 -0.3235
C -4.95322 0.05074 -0.90706 -0.0340
C -1.94539 -0.07312 2.05893 -0.5705
C -0.40301 -3.85478 -2.41413 -0.1157
C -0.33425 2.97318 2.21419 -0.3478
C 0.40024 5.03197 3.19951 -0.0423
C -2.22315 3.56900 -1.79680 -0.1362
C 3.96205 0.28502 -3.98840 -0.0374
C 5.85799 -3.20941 1.01938 -0.0302
C 3.47870 -3.04753 0.71468 -0.1251
C 3.62503 -1.69591 0.40444 -0.3674
C 0.05483 -3.06969 1.81376 -0.3732
C -2.17290 3.39355 -0.40638 -0.3714
C -3.59439 0.02898 -1.16294 -0.7612
C -2.91617 4.17180 0.48943 -0.0934
C 4.60261 -3.80156 1.02098 -0.0417
C -5.34934 -0.04021 0.42201 0.0323
C -0.02000 3.09866 4.57883 -0.0292
C -3.68605 5.43964 -1.40595 -0.0103
C 0.88203 2.49430 -0.91862 -0.2523
C 6.00099 -1.86669 0.69577 -0.0371
C 1.70955 -0.38184 -4.50793 -0.0539
C -0.37674 2.35266 3.46112 -0.0803
C 3.68799 0.18433 -2.63094 -0.1024
C -3.46670 -3.52501 -0.62682 -0.0928
C -2.97227 4.62262 -2.28546 -0.0339
C 2.22675 2.53092 -0.21190 -0.3083
C -4.40157 -0.11284 1.44040 0.0621
C 2.41909 -0.20890 -2.19715 -0.3844
C -3.65547 5.22226 -0.03266 -0.0290
C 2.97751 -0.00355 -4.92496 -0.0373
C 0.35348 4.42993 4.44898 -0.0285
C 0.04422 4.31368 2.06792 -0.1283
H -4.21105 5.86645 0.63602 0.1288
H 4.95063 0.58141 -4.31377 0.1245
H 0.06151 4.80107 1.09775 0.1092
H 0.59316 5.00952 5.33051 0.1263
H -1.24434 -4.53149 -2.55144 0.0753
H -0.60303 -2.64122 2.57631 0.0908
H -3.18585 -4.02148 -1.55291 0.0730
H -0.65561 1.32341 3.57986 0.0802
H 0.92545 -4.51039 3.14889 0.0995
H 4.49780 -4.84862 1.27383 0.1219
H -0.04608 2.63511 5.55604 0.1250
H 0.13694 -4.95292 -0.62089 0.1037
H 1.08159 -4.98020 1.45916 0.0645
H -6.40506 -0.03413 0.66338 0.1414
H 0.87986 1.73966 -1.70678 0.0307
H 1.15327 -3.53611 -0.94043 0.0592
H 5.01844 -0.04549 0.17170 0.0912
H 0.94437 -0.61187 -5.23835 0.1178
H 6.72882 -3.79204 1.28797 0.1263
H 2.50642 -3.51735 0.72627 0.0498
H 3.00026 2.55105 -0.98331 0.1231
H 4.47601 0.39757 -1.91927 0.0943
H -5.67347 0.12498 -1.70947 0.1334
H -3.64195 -2.47231 -0.84342 0.0382
H 0.93685 -2.43676 1.77487 0.0318
H 3.44872 1.28699 1.11168 0.0768
H 2.32349 3.45596 0.35988 0.1207
H 3.19989 0.06736 -5.98144 0.1246
H 0.70251 6.06645 3.10052 0.1243
H -4.40854 -3.95988 -0.29660 0.0973
H 0.37429 -4.15387 -3.11446 0.0930
H 0.59354 3.45115 -1.35654 0.0881
H -2.79206 -3.34146 1.42783 0.0990
H -0.73820 -2.85151 -2.68433 0.0362
H 6.98304 -1.41308 0.67710 0.1251
H -2.89222 3.99413 1.55697 0.1136
H -3.00544 4.80757 -3.35096 0.1271
H -1.68059 2.92390 -2.47618 0.0780
H -0.46917 -5.14334 2.29387 0.0849
H -4.67912 -0.15046 2.48548 0.1474
H 0.43234 -0.78167 -2.85093 0.0274
H -4.28988 6.24539 -1.80239 0.1298
H 1.77151 1.47227 1.59292 0.0434
H -2.16652 -4.76882 0.59154 0.1110
```

The charge is +3. Its HOMO energy is -16.451 eV. The HOMO-LUMO gap comes out at 5.6814 eV. As for the LUMO energy: -10.77 eV.



Here is one molecule with the formula C4H12N2O in a non-equilibrium geometry from the OMol25 dataset. Energies are from ωB97M-V/def2-TZVPD.

```
19
Properties=species:S:1:pos:R:3:lowdin_charge:R:1
O -1.44080 -0.75837 -2.48784 -0.0786
N -1.55908 0.51818 0.13667 0.0296
N 2.00549 0.87238 2.35746 -0.0826
C -0.30543 -0.01775 -0.48940 -0.4441
C -0.56935 -1.14554 -1.42792 -0.2540
C 0.68785 -0.28798 0.57491 -0.2123
C 1.24946 0.99095 1.10719 -0.3282
H 2.03471 1.36578 0.38839 0.1333
H -1.61372 0.36921 1.12873 0.0471
H 0.59508 1.78997 1.38430 0.1007
H -0.03610 0.87387 -1.07146 0.1429
H -2.39798 -0.68744 -2.19384 0.1099
H 3.08755 0.68283 2.18628 0.1107
H 0.36624 -0.87793 1.56966 0.1546
H -1.06808 -1.96824 -0.84191 0.1374
H 1.39864 -1.03743 0.10399 0.1262
H 0.37132 -1.59276 -1.74945 0.1189
H 1.63802 0.31944 3.20458 0.0903
H -2.34940 -0.14224 -0.25411 0.0982
```

The calculation puts the energy above the lowest of the compared OMol25 structures with the same formula, charge and spin at 270.6 kJ/mol. Its HOMO energy is -8.935 eV. The HOMO-LUMO gap comes out at 9.8023 eV. As for the LUMO energy: 0.87 eV. As for the SMILES: NCC[C@H](N)CO.



Here is one molecule with the formula C9H11N3 in a non-equilibrium geometry from the OMol25 dataset. Energies are from ωB97M-V/def2-TZVPD.

```
23
Properties=species:S:1:pos:R:3:lowdin_charge:R:1
N -0.32038 1.21053 -0.51634 0.1210
N -1.53006 -1.19700 0.41086 0.1429
N -3.32673 -0.31448 1.50433 0.1000
C -1.47707 1.61934 -0.51683 -0.2076
C 0.23642 0.02537 -0.53899 -0.2085
C -2.22617 -0.25590 0.81539 -0.2341
C -0.29278 -2.35083 -1.14351 0.0614
C 2.53354 0.57743 0.53980 -0.1524
C -0.48293 -1.23489 -0.55696 -0.3669
C 3.97663 0.17709 0.65453 -0.1134
C 1.65801 -0.17838 -0.14490 -0.0591
C -2.49301 2.23704 -1.12087 -0.0305
H 4.01266 -0.92675 0.75467 0.0751
H -2.43697 2.55704 -2.13645 0.0252
H 1.95680 -1.21513 -0.38992 0.1054
H -0.87715 -3.16836 -0.75116 0.0774
H -3.61509 0.50744 1.98126 0.0830
H -3.71156 -1.20155 1.95943 0.1500
H 0.53447 -2.39881 -1.87015 0.0893
H 2.18749 1.51889 0.87790 0.0888
H 4.40696 0.46838 -0.43574 0.1219
H -3.38990 2.73789 -0.64150 0.0573
H 4.67681 0.80564 1.26511 0.0739
```

The calculation puts the energy above the lowest of the compared OMol25 structures with the same formula, charge and spin at 671.0 kJ/mol. Its HOMO energy (alpha / beta) is -7.396 / -7.526 eV. The HOMO-LUMO gap (alpha / beta) comes out at 6.8719 / 6.8289 eV. As for the LUMO energy (alpha / beta): -0.52 / -0.70 eV.



no.,DFT total energy (eV)
1,-34190.69434
2,-142601.09320
3,-9368.38969
4,-13975.34447